# 1
Entry from the Open Molecules 2025 dataset: an isolated molecule of C4H6N2O in a non-equilibrium geometry (the ωB97M-V functional and the def2-TZVPD basis).

## Properties
- Highest occupied orbital energy: -0.318 hartree
- Relative energy (zero: lowest compared OMol25 entry of this formula, charge and spin): 2.904 eV
- E_tot: -9270.5977 eV
- SMILES: Cc1c[nH]c(O)n1
- Kohn-Sham gap: 9.37 eV

Geometry (Å):
C 2.11 0.50 0.05
C 0.69 0.06 0.06
C 0.29 -1.24 0.25
N -1.24 -1.06 0.06
C -1.45 0.25 -0.03
O -2.71 0.72 -0.10
N -0.35 0.96 -0.02
H 2.30 1.16 0.91
H 2.32 1.07 -0.86
H 2.79 -0.35 0.11
H -0.13 -1.99 -0.55
H -1.95 -1.77 0.26
H -2.65 1.69 -0.12

# 2
Entry from the Open Molecules 2025 dataset: a structure of composition C4H6N2O in a non-equilibrium geometry (the ωB97M-V functional and the def2-TZVPD basis).

## Properties
- Highest occupied orbital energy: -0.325 hartree
- Relative energy (zero: lowest compared OMol25 entry of this formula, charge and spin): 1.842 eV
- E_tot: -9271.6597 eV
- Kohn-Sham gap: 9.60 eV

Geometry (Å):
C 2.02 -0.52 -0.51
C 0.98 0.56 0.69
C -0.17 -0.81 -0.86
C -1.47 0.68 0.67
N 1.17 -1.12 -1.21
N -0.20 0.15 0.24
O 1.36 1.31 1.54
H 3.08 -0.57 -0.58
H -0.69 -0.39 -1.74
H -0.69 -1.73 -0.57
H -2.17 -0.14 0.86
H -1.32 1.25 1.58
H -1.90 1.32 -0.11

# 3
Entry from the Open Molecules 2025 dataset: a cluster of 2 separate species, C4H6N2O in total in a non-equilibrium geometry (the ωB97M-V functional and the def2-TZVPD basis).

## Properties
- Highest occupied orbital energy: -0.407 hartree
- Relative energy (zero: lowest compared OMol25 entry of this formula, charge and spin): 3.176 eV
- E_tot: -9270.3254 eV
- SMILES: N#CCCOC#N.[H][H]
- Kohn-Sham gap: 11.41 eV

Geometry (Å):
N 1.35 1.91 -0.57
C 1.27 0.88 -0.04
C 1.23 -0.44 0.61
C 0.26 -1.43 -0.02
O -1.09 -1.19 0.44
C -1.83 -0.40 -0.28
N -2.54 0.28 -0.89
H 0.98 -0.31 1.67
H 2.24 -0.86 0.56
H 0.29 -1.40 -1.11
H 0.48 -2.43 0.33
H -1.64 2.52 -0.40
H -0.99 2.86 -0.29

# 4
Entry from the Open Molecules 2025 dataset: an isolated molecule of C4H6N2O (the ωB97M-V functional and the def2-TZVPD basis).

## Properties
- Highest occupied orbital energy (spin up / spin down): -0.268 / -0.268 hartree
- Relative energy (zero: lowest compared OMol25 entry of this formula, charge and spin): 3.846 eV
- E_tot: -9269.6562 eV
- Kohn-Sham gap (spin up / spin down): 7.88 / 7.88 eV

Geometry (Å):
N 1.93 0.61 -0.10
C 0.59 0.33 -0.04
C 0.06 -1.00 0.08
O 0.88 -2.07 0.41
C -1.39 -0.79 0.19
C -1.65 0.52 0.00
N -0.42 1.21 -0.12
H 2.43 -0.26 0.10
H 2.24 1.37 0.49
H 0.36 -1.57 -0.87
H -2.12 -1.58 0.31
H -2.58 1.07 -0.08
H -0.33 2.17 -0.38

# 5
Entry from the Open Molecules 2025 dataset: an isolated molecule of C4H6N2O in a non-equilibrium geometry (the ωB97M-V functional and the def2-TZVPD basis).

## Properties
- Highest occupied orbital energy: -0.307 hartree
- Relative energy (zero: lowest compared OMol25 entry of this formula, charge and spin): 1.531 eV
- E_tot: -9271.9710 eV
- SMILES: COc1c[nH]cn1
- Kohn-Sham gap: 9.16 eV

Geometry (Å):
C 2.45 0.33 0.03
O 1.49 -0.71 0.02
C 0.17 -0.23 -0.03
C -0.33 1.06 -0.11
N -1.71 0.83 0.03
C -1.89 -0.54 0.03
N -0.75 -1.19 -0.02
H 3.40 -0.15 0.06
H 2.34 0.95 0.93
H 2.33 1.02 -0.86
H 0.07 2.05 -0.09
H -2.40 1.58 0.33
H -2.90 -1.00 -0.08

# 6
Entry from the Open Molecules 2025 dataset: a structure of composition C4H6N2O (the ωB97M-V functional and the def2-TZVPD basis).

## Properties
- Highest occupied orbital energy: -0.285 hartree
- Relative energy (zero: lowest compared OMol25 entry of this formula, charge and spin): 2.775 eV
- E_tot: -9270.7264 eV
- Kohn-Sham gap: 8.51 eV

Geometry (Å):
N 2.02 0.70 0.13
C 0.67 0.42 -0.08
C 0.03 -0.80 0.17
O 0.73 -1.92 0.52
C -1.34 -0.61 0.03
C -1.51 0.74 -0.32
N -0.21 1.37 -0.45
H 2.36 1.41 -0.51
H 2.59 -0.14 0.07
H 0.12 -2.66 0.57
H -2.13 -1.34 0.18
H -2.36 1.22 -0.80
H -0.98 1.63 0.48

What did the first record say?
Entry from the Open Molecules 2025 dataset: an isolated molecule of C4H6N2O in a non-equilibrium geometry (the ωB97M-V functional and the def2-TZVPD basis).

## Properties
- Highest occupied orbital energy: -0.318 hartree
- Relative energy (zero: lowest compared OMol25 entry of this formula, charge and spin): 2.904 eV
- E_tot: -9270.5977 eV
- SMILES: Cc1c[nH]c(O)n1
- Kohn-Sham gap: 9.37 eV

Geometry (Å):
C 2.11 0.50 0.05
C 0.69 0.06 0.06
C 0.29 -1.24 0.25
N -1.24 -1.06 0.06
C -1.45 0.25 -0.03
O -2.71 0.72 -0.10
N -0.35 0.96 -0.02
H 2.30 1.16 0.91
H 2.32 1.07 -0.86
H 2.79 -0.35 0.11
H -0.13 -1.99 -0.55
H -1.95 -1.77 0.26
H -2.65 1.69 -0.12